No. 1
ORCA calculation (the ωB97M-V functional and the def2-TZVPD basis) on a molecular structure, C33H45N6O7SSbSe4V at a distorted geometry.

XYZ file:
```
98
C33H45N6O7SSbSe4V the ωB97M-V functional and the def2-TZVPD basis
V 0.70254 -0.05508 0.20521
O 3.27338 1.12302 -7.04830
C 2.52005 2.12323 -6.50847
O 2.22675 3.05718 -7.21511
C 2.12299 1.97437 -5.09677
C 2.37396 0.83560 -4.32124
C 1.94258 0.72881 -3.01937
C 1.21642 1.77243 -2.41038
C 0.98893 2.93168 -3.18912
C 1.42764 3.02227 -4.49098
N 0.68667 1.61794 -1.14752
C 0.33271 2.74722 -0.47772
C -0.48768 2.56483 0.58805
C -1.01421 3.62939 1.40032
C -1.88398 3.34892 2.38824
C -2.26012 1.98219 2.60562
C -1.70519 1.01100 1.84794
N -0.79875 1.23560 0.84173
H 3.46589 0.47143 -6.36427
H 2.92050 -0.01688 -4.71461
H 2.15364 -0.15429 -2.43795
H 0.42517 3.75286 -2.77027
H 1.22918 3.91192 -5.07493
H 0.67670 3.74215 -0.73237
H -0.68852 4.64304 1.19740
H -2.28993 4.13961 3.00950
H -2.94883 1.69052 3.38735
H -1.98356 -0.01494 2.00971
N -1.32059 -0.34381 -2.90515
C -1.23224 -1.75198 -2.51415
C -1.75524 -2.62671 -3.64692
C -3.27638 -2.78162 -3.71135
C -3.72973 -4.01868 -2.93044
N -3.22903 -4.09542 -1.56128
C -3.73933 -3.36086 -0.55750
N -3.15581 -3.33863 0.61629
N -4.91422 -2.71869 -0.72221
C 0.17260 -2.22561 -2.05139
O 0.55183 -3.35712 -2.34634
O 0.83807 -1.37761 -1.36232
H -0.93081 0.22590 -2.15436
H -0.70789 -0.18505 -3.70134
H -1.85381 -1.84400 -1.61588
H -1.28767 -3.61005 -3.56426
H -1.38671 -2.19888 -4.58436
H -3.58918 -2.92975 -4.74971
H -3.77379 -1.87238 -3.35943
H -3.35583 -4.90189 -3.44945
H -4.81681 -4.12507 -2.88694
H -2.28113 -4.42174 -1.43768
H -2.15239 -3.50859 0.66772
H -3.48582 -2.69409 1.35869
H -5.20058 -2.55356 -1.67070
H -4.99122 -1.89782 -0.13397
Se -3.58105 -1.50785 3.51906
Sb -1.19345 -2.21001 3.65004
Se -0.34894 -1.92286 1.27110
Se 1.52786 0.42871 2.47642
Se 0.24368 -0.18050 4.40196
C -3.94457 2.63252 -3.04535
C -4.21722 1.25700 -2.45902
S -3.45267 1.08776 -0.81950
O -3.45097 -0.38149 -0.54731
C -4.84101 1.75014 0.17045
C -5.85987 0.68430 0.52182
H -4.35147 2.70684 -4.05512
H -2.86978 2.81277 -3.09799
H -4.38714 3.43098 -2.44492
H -3.70612 0.48419 -3.03335
H -5.28538 1.03544 -2.38339
H -5.26814 2.57453 -0.40670
H -4.38074 2.15542 1.07087
H -6.32471 0.24871 -0.36696
H -6.65226 1.12058 1.13225
H -5.37984 -0.10312 1.10508
C 4.22764 -5.51787 -2.35130
C 4.22367 -4.14496 -1.73625
C 3.81904 -3.94346 -0.42818
C 3.74920 -2.67338 0.13657
C 3.35753 -2.54181 1.58234
C 4.08346 -1.56694 -0.64233
C 4.56813 -1.75330 -1.94262
C 5.09130 -0.60854 -2.77417
C 4.62415 -3.03654 -2.47107
C 3.92899 -0.14322 -0.13081
O 4.94130 0.52865 0.03766
O 2.72959 0.28985 0.03781
H 4.02411 -6.28393 -1.60180
H 5.18877 -5.74721 -2.81923
H 3.45694 -5.59519 -3.12228
H 3.52521 -4.79674 0.17672
H 3.84902 -3.32398 2.16693
H 2.27975 -2.64951 1.70961
H 3.63141 -1.57384 1.99625
H 4.67562 0.35134 -2.47889
H 4.87950 -0.77977 -3.83235
H 6.17542 -0.52869 -2.65941
H 4.97642 -3.17092 -3.49129
```

Properties
- energy (Eh) = -13328.15999
- frontier orbital gap (spin up / spin down) (Eh) = 0.16403 / 0.16377
- LUMO (spin up / spin down) (eV) = 3.5 / 3.5
- multiplicity = 2
- total charge = -2
- F_max (hartree/bohr) = 0.0418


No. 2
ORCA calculation (the ωB97M-V functional and the def2-TZVPD basis) on a molecular structure, C33H46BBrF6O20SSi2 at a distorted geometry.

XYZ file:
```
110
C33H46BBrF6O20SSi2 the ωB97M-V functional and the def2-TZVPD basis
C 2.55648 -0.55727 -1.37408
C 1.26613 -0.01783 -1.45349
Si -0.41464 0.97717 -1.31326
S -0.61043 2.29430 -3.06045
C -0.28387 2.20640 0.21365
O -1.62677 2.75160 0.59860
O -1.80829 3.90664 -0.01210
O -1.81767 -0.04736 -1.05082
Si -2.49039 -0.66244 -2.55425
Br -0.80936 -1.20612 -4.07705
B -3.51373 -2.31909 -2.33992
O -3.42929 -3.41211 -3.37212
O -4.38214 -2.62145 -1.17179
C -3.42498 -2.88811 -0.07626
C -3.63508 0.57905 -3.47844
O -3.64463 0.50366 -4.83465
C -4.56764 1.74956 -2.77674
F -4.39514 2.96678 -3.65675
F -4.03708 2.19107 -1.43237
C -6.17371 1.42688 -2.77427
F -6.53773 0.99098 -4.17456
F -6.87979 2.71712 -2.56219
C -6.64538 0.20943 -1.78673
F -5.76991 -0.03477 -0.61784
F -6.82710 -1.06202 -2.58251
C -8.14618 0.58335 -1.14925
O -9.26616 -0.11608 -1.44258
O -8.34285 1.69444 -0.16124
H 3.55624 -1.16167 -1.14520
H 0.27504 3.37596 -2.75227
H 0.23829 1.64006 1.10249
H 0.34590 3.15207 -0.15201
H -1.99884 3.76283 -0.98759
H -2.64484 -3.97164 -3.06918
H -2.50116 -3.43098 -0.57411
H -3.98340 -3.53131 0.72817
H -3.00062 -1.89850 0.42042
H -9.06785 1.43770 0.49380
O 4.54079 0.34190 -3.30076
C 5.50016 -0.37048 -3.05520
O 5.47828 -1.41535 -2.17659
C 6.79431 -1.95313 -2.05565
C 7.51219 -1.53416 -3.31185
C 6.87485 -0.20496 -3.62878
H 7.25887 -1.54033 -1.15402
H 6.74055 -3.04153 -1.96016
H 8.59735 -1.48121 -3.19026
H 7.29629 -2.24630 -4.11761
H 7.37853 0.62007 -3.11747
H 6.83386 -0.02633 -4.70573
O -8.44929 -2.69241 3.33454
C -8.10205 -3.06902 2.22740
O -6.83208 -3.45657 1.90931
C -6.76148 -3.72657 0.51007
C -8.17951 -4.00832 0.08730
C -8.98129 -3.13115 1.01527
H -6.34387 -2.84893 0.00559
H -6.10492 -4.58333 0.33251
H -8.36123 -3.80632 -0.97163
H -8.42105 -5.06121 0.27728
H -9.10776 -2.12205 0.61335
H -9.94945 -3.57793 1.25292
O 10.03602 -2.01493 -1.40375
C 10.03710 -1.92511 -0.18715
O 9.05381 -1.31907 0.54089
C 9.43269 -1.30172 1.91637
C 10.44392 -2.40825 2.06438
C 11.12539 -2.41497 0.71940
H 9.85491 -0.31871 2.15002
H 8.55189 -1.46736 2.54357
H 11.12992 -2.25534 2.90174
H 9.92826 -3.36378 2.21949
H 11.96303 -1.71288 0.68411
H 11.44969 -3.41977 0.43900
O 8.00082 1.45848 -5.62179
C 7.53449 2.54248 -5.31251
O 6.19829 2.80825 -5.22232
C 6.01443 4.19606 -4.94670
C 7.31245 4.65569 -4.33612
C 8.32920 3.77985 -5.02352
H 5.79123 4.71224 -5.88633
H 5.17204 4.32743 -4.26132
H 7.49549 5.72533 -4.46844
H 7.31216 4.44296 -3.26013
H 8.66922 4.21484 -5.96743
H 9.17682 3.56045 -4.37019
O 4.72867 3.64044 2.33702
C 3.63346 4.11991 2.57951
O 2.59362 4.15056 1.69521
C 1.51012 4.87836 2.27148
C 1.74105 4.82412 3.75898
C 3.24527 4.79710 3.85892
H 1.53220 5.90251 1.88444
H 0.56145 4.41291 1.98863
H 1.28169 5.65783 4.29663
H 1.32932 3.89193 4.16459
H 3.67031 5.80455 3.87333
H 3.57947 4.22291 4.72612
O -8.21356 -2.75634 10.29997
C -8.32466 -2.98692 9.10721
O -8.98640 -4.06318 8.58957
C -8.82293 -4.07606 7.17222
C -8.48556 -2.65657 6.79782
C -7.72412 -2.16884 8.00436
H -8.01862 -4.77496 6.91968
H -9.74853 -4.41427 6.69734
H -7.92186 -2.57996 5.86427
H -9.40767 -2.07343 6.68520
H -6.65695 -2.39601 7.93124
H -7.88249 -1.10136 8.17413
```

Properties
- energy (Eh) = -6964.84949
- frontier orbital gap (Eh) = 0.25643
- LUMO (eV) = -2.1
- F_max (hartree/bohr) = 0.1796


No. 3
ORCA calculation (the ωB97M-V functional and the def2-TZVPD basis) on 4 unconnected molecules or ions with the total composition C33H46BFNO21P2S at a distorted geometry.

XYZ file:
```
106
C33H46BFNO21P2S the ωB97M-V functional and the def2-TZVPD basis
C -0.04712 3.61407 2.32642
C -1.11012 3.55858 1.08591
C -0.39743 2.74634 -0.08242
C -1.41348 1.89236 -1.01745
N -2.63791 1.41249 -0.32591
P -2.56453 -0.25851 0.32906
O -2.41213 0.43899 1.94292
C -4.44527 0.02130 0.66763
C -4.95625 -0.45497 2.09637
C -6.42857 -1.12564 1.94018
C -6.30448 -2.56163 1.20367
O -6.84232 -3.62762 2.06329
C -5.82137 -3.79586 3.05794
O -5.19944 -4.86507 3.05079
C -2.73994 -1.03224 -1.41828
C -1.44222 -1.55969 -2.14877
F -3.60625 -2.21502 -1.27252
O -2.71590 -1.92807 0.86749
C -1.45919 -2.55270 1.16833
C -1.52994 -3.76277 2.20488
O -0.84459 -4.95569 1.70775
O -1.70275 -5.59184 0.83486
C -0.30329 -1.43647 1.27233
C 1.06242 -2.09596 0.67953
B 1.93798 -1.07493 -0.21593
O 2.47487 -1.59439 -1.47307
O 2.29720 0.26776 0.10256
P 0.18994 -1.08277 3.06510
S 1.61157 0.21669 3.31762
O -0.80694 -0.35323 0.45876
H -0.63887 3.55561 3.29435
H 0.65517 4.50540 2.26097
H 0.60254 2.67757 2.28470
H -1.24445 4.65901 0.78334
H -2.04740 3.08858 1.51064
H 0.43206 2.04396 0.24153
H 0.07136 3.52658 -0.78956
H -0.85336 1.13013 -1.64934
H -1.78524 2.67650 -1.78484
H -3.37352 1.49875 -1.04992
H -1.59152 0.96564 2.00418
H -4.73245 1.13280 0.60088
H -5.10515 -0.49836 -0.11621
H -5.13346 0.47797 2.74559
H -4.28573 -1.14023 2.69030
H -6.95112 -1.18725 2.94741
H -6.99988 -0.43510 1.21917
H -5.19064 -2.79058 1.04324
H -6.79063 -2.51460 0.18203
H -5.57461 -2.97436 3.81937
H -3.31478 -0.37426 -2.16790
H -1.64868 -1.49374 -3.28436
H -0.47753 -0.99427 -1.98720
H -1.20400 -2.67242 -1.97958
H -1.24740 -3.11446 0.18204
H -1.19944 -3.52964 3.26322
H -2.63850 -4.06455 2.27454
H -1.30871 -5.47956 -0.06091
H 1.70072 -2.39978 1.58997
H 0.87154 -3.06085 0.10582
H 1.78869 -2.23705 -1.75254
H 2.02016 0.83144 -0.65065
H 0.66735 -2.33126 3.62780
H -1.02487 -0.78670 3.77124
C 5.39950 4.60029 -3.32006
C 4.26689 3.90306 -3.43579
C 3.95355 2.77294 -2.51557
O 2.90376 2.17101 -2.63581
C 4.94130 2.42665 -1.49009
C 6.07446 3.12071 -1.37570
C 6.37656 4.26858 -2.27775
O 7.41400 4.89150 -2.13234
O 6.99948 2.80700 -0.42831
O 3.35165 4.19499 -4.39619
H 5.63849 5.42391 -3.97932
H 4.70870 1.59242 -0.83986
H 7.72274 3.45269 -0.54781
H 2.62722 3.55228 -4.26779
C 3.56160 4.56205 3.53778
C 4.52432 4.48887 2.61478
C 5.59620 5.52180 2.52472
O 6.46968 5.41267 1.68116
C 5.54964 6.64451 3.46666
C 4.58583 6.71913 4.38648
C 3.52975 5.67181 4.49401
O 2.67730 5.76662 5.35958
O 4.52637 7.75401 5.26543
O 4.56713 3.46975 1.72060
H 2.77931 3.81767 3.61483
H 6.32232 7.39647 3.37994
H 3.74435 7.57502 5.82256
H 5.35291 3.64329 1.16604
C -0.79825 -7.31798 -5.11677
C -0.76750 -6.90324 -3.84838
C -0.72548 -5.45163 -3.50604
O -0.71703 -5.10841 -2.33712
C -0.69084 -4.48599 -4.60775
C -0.71819 -4.90170 -5.87570
C -0.78775 -6.35096 -6.21782
O -0.82953 -6.69158 -7.38757
O -0.68420 -4.02013 -6.90877
O -0.77421 -7.78687 -2.81712
H -0.83102 -8.36693 -5.37875
H -0.64282 -3.43716 -4.34610
H -0.71603 -4.56686 -7.71691
H -0.74903 -7.24234 -2.00710
```

Properties
- energy (Eh) = -4125.38981
- frontier orbital gap (Eh) = 0.19242
- LUMO (eV) = -0.3
- total charge = -1
- F_max (hartree/bohr) = 0.0707